Entry 1:
Here is a 2-piece molecular cluster, C2H5P overall in a non-equilibrium geometry from the OMol25 dataset. Energies are from the ωB97M-V functional and the def2-TZVPD basis.

Element x y z (Å)
H -0.62007 1.05595 0.70841
C -0.16980 0.80608 -0.20108
C -0.12369 -0.66128 -0.53150
P 1.44194 -0.11679 0.19325
H -0.07203 1.27250 -1.15909
H -0.79504 -1.30993 -0.03070
H -0.15679 -1.06184 -1.48230
H 0.49546 0.01530 2.50301

Summary:
Largest force on an atom in eV/Å: 3.7
Relative energy (zero: lowest compared OMol25 entry of this formula, charge and spin) in kJ/mol: 336.41
Gap between HOMO and LUMO (spin up / spin down) in eV: 9.05 / 7.84
Electronic energy in Eh: -420.37645

Electronic structure analysis, Löwdin charges in units of e:
1 H -0.004
2 C -0.429
3 C -0.549
4 P 0.823
5 H 0.047
6 H 0.046
7 H 0.030
8 H 0.036


Entry 2:
Here is one molecule with the formula C4H5NS in a non-equilibrium geometry from the OMol25 dataset. Energies are from the ωB97M-V functional and the def2-TZVPD basis.

Element x y z (Å)
C -0.13655 0.11589 -0.02032
H 0.35367 0.39554 -2.06382
N -0.18695 0.29272 1.10904
C 1.10724 0.25816 -0.98893
H 1.71003 1.30552 -0.52954
S 1.10986 1.26122 2.06992
H 0.66755 0.77999 3.40396
H 1.86412 -0.65492 -0.82904
C -2.16790 -1.33017 -0.78889
H -3.18772 -1.58619 -0.89272
C -1.13335 -0.83776 -0.46965

Summary:
Largest force on an atom in eV/Å: 14.5
Relative energy (zero: lowest compared OMol25 entry of this formula, charge and spin) in kJ/mol: 558.47
Gap between HOMO and LUMO in eV: 9.80
Structure (SMILES): C#C/C(C)=N/S
Electronic energy in Eh: -608.13796

Electronic structure analysis, Löwdin charges in units of e:
1 C -0.644
2 H 0.156
3 N -0.215
4 C -0.076
5 H 0.095
6 S 0.606
7 H -0.087
8 H 0.109
9 C 0.127
10 H 0.030
11 C -0.102


Entry 3:
Here is one molecule with the formula C4H8S in a non-equilibrium geometry from the OMol25 dataset. Energies are from the ωB97M-V functional and the def2-TZVPD basis.

Element x y z (Å)
H -1.20270 0.62426 1.44691
C -1.17483 0.67748 0.40396
H -2.88986 -1.04121 0.59768
H -0.22609 1.18922 -1.44703
H 1.02436 -0.99791 -1.42205
H 2.33658 -1.83309 0.12898
C 0.10216 0.89626 -0.45435
H 2.07022 -0.47691 1.23942
C 1.08212 -0.31321 -0.58004
C 1.83299 -0.92948 0.32776
H 0.70771 1.78081 -0.10706
S -1.78749 -0.92878 -0.25424
H -1.87517 1.35257 0.12005

Summary:
Largest force on an atom in eV/Å: 3.7
Relative energy (zero: lowest compared OMol25 entry of this formula, charge and spin) in kJ/mol: 104.29
Gap between HOMO and LUMO in eV: 9.74
Structure (SMILES): C=CCCS
Electronic energy in Eh: -555.33021

Electronic structure analysis, Löwdin charges in units of e:
1 H 0.050
2 C -0.503
3 H -0.119
4 H 0.090
5 H 0.081
6 H 0.043
7 C -0.266
8 H 0.038
9 C -0.222
10 C -0.005
11 H 0.119
12 S 0.677
13 H 0.017